Here is a structure of composition C16H25ClO2ReSbSe4Si at a distorted geometry from the Open Molecules 2025 dataset. Energies are from ωB97M-V/def2-TZVPD.

Output
Net charge ... +2
Orbital gap (alpha / beta) ... 5.70 / 5.70 eV
E ... -11448.4907 a.u.
LUMO energy (alpha / beta) ... -8.719 / -8.717 eV

Last column: Mulliken charge in e.
Positions of all 51 atoms, in Å:
Re: 0.642 -0.828 -0.318  0.632
Cl: -2.695 -2.918 5.875  -0.147
C: -1.821 -2.232 4.572  0.038
C: -0.966 -1.136 4.810  -0.470
C: -0.308 -0.512 3.782  -0.289
C: -0.434 -0.986 2.466  0.693
O: 0.185 -0.348 1.484  -0.377
C: -1.239 -2.137 2.236  0.400
C: -1.344 -2.669 0.938  0.135
O: -0.739 -2.228 -0.088  -0.448
C: -1.944 -2.733 3.306  -0.978
H: -0.834 -0.784 5.825  0.455
H: 0.349 0.330 3.961  0.501
H: -1.997 -3.532 0.792  0.461
H: -2.582 -3.587 3.118  0.448
Se: 3.524 2.139 -3.069  -0.221
Sb: 3.522 -0.187 -2.651  0.833
Se: 0.461 -0.515 -2.508  -0.248
Se: 2.821 -0.362 0.010  -0.241
Se: 4.252 -2.389 -3.142  -0.230
C: -1.579 2.378 1.712  -1.106
Si: -1.712 2.443 -0.146  -0.079
C: -3.240 1.625 -0.906  1.952
C: -3.046 1.141 -2.349  -1.409
C: -4.311 2.737 -0.879  -1.836
C: -3.691 0.446 -0.034  -1.630
C: -0.573 3.711 -0.962  1.856
C: -0.428 3.529 -2.478  -1.557
C: -1.228 5.082 -0.685  -1.808
C: 0.804 3.658 -0.280  -1.456
H: -2.096 3.247 2.135  0.538
H: -0.542 2.428 2.045  0.367
H: -2.039 1.491 2.149  0.322
H: -2.651 1.914 -3.007  0.280
H: -4.016 0.832 -2.744  0.504
H: -2.385 0.275 -2.398  0.227
H: -4.053 3.568 -1.539  0.426
H: -4.485 3.128 0.128  0.444
H: -5.254 2.317 -1.235  0.466
H: -2.951 -0.360 -0.038  0.200
H: -4.618 0.038 -0.441  0.525
H: -3.886 0.736 0.999  0.417
H: -1.375 3.675 -2.997  0.397
H: -0.032 2.548 -2.740  0.199
H: 0.273 4.278 -2.851  0.503
H: -2.183 5.192 -1.202  0.409
H: -0.560 5.860 -1.061  0.459
H: -1.386 5.269 0.380  0.427
H: 1.234 2.656 -0.315  0.131
H: 0.753 3.980 0.761  0.394
H: 1.482 4.333 -0.804  0.493